A 2-piece molecular cluster, C3H10NO2 overall at a distorted geometry, computed with the ωB97M-V functional and the def2-TZVPD basis.

Results
Calculated total energy: -8857.6235 eV
Net charge: -1
HOMO-LUMO gap: 0.2593 hartree
HOMO level: -2.98 eV
Relative energy (zero: lowest compared OMol25 entry of this formula, charge and spin): 1.170 eV
Lowest unoccupied orbital energy: 4.080 eV

The geometry in XYZ format:
```
16
Properties=species:S:1:pos:R:3:forces:R:3:mulliken_charge:R:1
C -1.045040 -0.444244 0.722833 -1.305 -1.455 0.918 -1.11
N -0.164570 -0.048168 -0.353394 -0.226 -0.285 1.138 -0.36
C 1.231747 -0.334168 0.046158 0.049 1.662 -0.516 -0.83
C 1.765632 0.954445 0.904745 -0.273 -0.282 -1.090 -0.22
O 0.918498 1.989509 0.739960 0.013 0.010 0.329 -0.91
H -2.108798 -0.199036 0.591458 0.249 0.682 -0.347 0.39
H -0.809652 -0.173659 1.761261 0.453 0.572 -0.241 0.37
H -1.142556 -1.545559 0.795255 0.491 -0.010 -0.251 0.38
H -0.096555 1.001552 -0.243625 -0.084 -0.091 -0.087 0.22
H 1.718209 -0.272646 -0.929454 0.683 -0.548 0.244 0.30
H 1.415457 -1.261620 0.586663 -0.282 -0.273 -0.279 0.32
H 2.755238 1.159284 0.442674 0.331 -0.095 0.211 0.22
H 1.984833 0.634819 1.949955 -0.255 0.010 0.104 0.19
H -2.636229 -1.880399 -1.129359 -0.106 -0.063 0.130 0.28
H -1.408416 -1.081574 -1.533337 0.144 0.176 -0.107 0.50
O -2.169910 -1.577909 -1.908212 0.120 -0.010 -0.156 -0.75
```
Forces are in eV/Å.